Record 1
C39H42Cl2CrN9O6P | ωB97M-V/def2-TZVPD

Orbital gap (alpha / beta)   5.362 / 5.330 eV
Spin multiplicity   2
ΔE to the lowest compared entry with this formula, charge and spin   25.0 kJ/mol
Expectation value of S²   1.21
Net charge   -1
HOMO level (alpha / beta)   -3.096 / -3.059 eV

Last column: Löwdin charge in e.
Geometry (Å):
C: -4.267 1.688 -0.974  -0.5275
H: 1.324 -3.545 3.554  0.0919
C: -2.753 4.635 -2.758  -0.0784
N: 0.299 -0.826 4.952  0.1394
C: 3.514 -1.177 -3.434  -0.0851
C: -0.417 4.366 -1.315  -0.0264
C: 4.140 -2.777 0.742  -0.1421
C: 1.575 -2.431 -4.076  -0.1029
H: 1.301 -0.960 4.860  0.0756
H: 2.567 1.143 -1.560  0.0589
N: -1.550 -0.960 -2.621  0.1559
C: 0.406 -3.604 0.003  -0.2759
C: -2.808 4.307 -1.410  -0.2784
C: -1.536 4.793 -3.392  -0.1021
Cl: -3.087 1.600 -2.231  0.8807
C: -0.267 -5.897 -0.083  -0.0738
H: -7.051 1.765 1.674  0.0987
C: 2.282 1.965 -0.912  -0.0505
N: -1.651 -0.785 3.754  -0.0166
O: 2.458 0.145 2.261  -0.1109
C: 4.181 1.376 0.628  -0.0331
C: -1.630 2.386 1.153  -0.6215
H: 2.973 -1.590 -5.469  0.0921
H: -0.499 0.213 -4.604  0.0960
O: -0.661 1.751 0.702  -0.0465
C: -0.957 -3.182 0.151  -0.1977
H: 1.780 -5.214 -0.170  0.1176
C: 0.738 -4.931 -0.095  -0.0637
C: 4.739 -2.866 3.057  -0.1445
N: 0.408 -0.731 2.599  0.0470
C: 2.847 -2.411 1.068  -0.2854
H: -3.301 -1.106 2.712  0.0875
N: -4.093 4.130 -0.819  0.0678
C: -0.365 4.638 -2.668  -0.0835
C: -0.287 -0.769 3.692  -0.4026
H: 0.929 -2.830 -4.848  0.0983
N: 1.912 0.508 0.964  -0.1283
H: 1.206 2.087 -0.969  0.0440
C: -1.965 -4.188 0.154  -0.0162
H: -2.016 -0.282 4.565  0.1377
N: -2.385 -0.696 2.568  0.0357
C: 1.255 -2.616 -2.745  -0.0963
H: -4.521 -0.427 -0.990  0.0981
H: 3.218 -2.458 4.492  0.0829
C: 2.665 1.656 0.537  -0.6149
N: 1.800 -0.895 2.851  -0.1142
P: 1.482 -2.145 -0.017  1.1129
H: 2.788 3.786 1.037  0.0743
H: -3.679 4.730 -3.308  0.1092
C: 3.183 -1.346 -2.103  -0.0953
H: 4.395 -2.901 -0.305  0.0894
H: -1.502 5.028 -4.446  0.0937
H: 4.386 0.359 0.307  0.0626
Cl: -6.169 4.393 1.239  0.6955
H: -2.500 0.276 2.238  0.0430
C: 5.102 -3.002 1.708  -0.1655
H: 0.639 1.110 -3.700  0.1066
H: 4.728 2.074 -0.003  0.0728
C: -1.634 4.207 -0.655  -0.1650
O: -1.868 -0.907 0.062  -0.0740
H: 0.496 4.270 -0.748  0.1026
H: 2.637 2.709 2.442  0.0747
C: -1.089 -1.824 0.372  -0.3605
C: -4.615 2.927 -0.421  -0.2982
C: -5.642 2.893 0.534  -0.5799
C: -6.264 1.727 0.936  -0.1194
H: 5.486 -3.057 3.820  0.0885
C: -1.608 -5.505 0.036  -0.1020
H: -6.317 -0.400 0.712  0.0978
C: 2.382 -2.284 2.479  -0.4743
H: 6.111 -3.278 1.437  0.0666
N: -0.243 0.625 -3.723  0.1829
O: -2.545 1.988 1.879  -0.0042
H: -0.785 4.359 1.286  0.1175
H: -2.231 -0.884 -3.360  0.0885
H: -2.381 -6.267 0.038  0.0952
H: 4.390 -0.601 -3.706  0.1018
H: -0.018 -6.947 -0.151  0.0933
H: 0.593 4.737 -3.159  0.0991
C: -4.856 0.504 -0.561  -0.1084
C: 2.710 -1.715 -4.428  -0.1084
H: 0.363 -3.162 -2.471  0.1002
H: -4.396 4.900 -0.233  0.0820
H: -2.569 4.319 1.276  0.1094
C: 2.315 2.878 1.416  -0.0366
H: 2.779 2.876 -1.245  0.0832
H: -2.999 -3.894 0.278  0.1091
H: 3.795 -0.908 -1.330  0.0876
C: -1.665 3.927 0.805  -0.0295
C: -5.855 0.521 0.394  -0.0976
C: 3.480 -2.536 3.442  -0.0592
H: 1.234 2.996 1.404  0.0540
O: 1.268 -3.162 2.670  -0.0082
O: 0.112 0.167 -1.552  -0.0381
C: -0.541 -0.053 -2.564  -0.6765
H: 4.527 1.475 1.653  0.0745
Cr: 0.161 -0.277 0.573  0.5789
H: -0.154 -1.468 5.585  0.0871
H: -1.927 -1.149 -1.685  0.0635
C: 2.060 -2.085 -1.736  -0.2838

=====

Record 2
C16H32Br16 | ωB97M-V/def2-TZVPD

Orbital gap   10.314 eV
Spin multiplicity   1
ΔE to the lowest compared entry with this formula, charge and spin   166.9 kJ/mol
SMILES string   BrCCBr.BrCCBr.BrCCBr.BrCCBr.BrCCBr.BrCCBr.BrCCBr.BrCCBr
HOMO level   -10.140 eV

Last column: Löwdin charge in e.
Geometry (Å):
H: -4.145 2.320 -0.745  0.0455
C: -2.078 -4.918 1.787  -0.6840
C: 0.292 0.096 0.094  -0.7525
H: -4.280 3.436 2.029  0.0604
H: 1.074 0.581 -4.725  0.0335
Br: -1.154 1.035 -0.779  0.6814
C: 1.001 0.931 4.348  -0.7303
H: -0.946 -3.056 -5.136  0.0375
Br: 1.338 -2.325 0.981  0.6323
H: 1.309 0.246 3.597  0.0071
C: -0.181 -1.338 0.145  -0.6494
H: 3.786 -0.911 -4.280  0.0435
C: 1.254 5.349 0.039  -0.6437
C: 4.200 -0.516 -0.646  -0.7040
H: 1.262 -0.698 -3.504  0.0250
H: 3.152 -0.423 -0.681  -0.0555
H: -1.233 -4.281 2.132  0.0470
H: -4.129 -5.274 2.171  0.0637
H: -0.995 1.347 5.290  0.0616
H: 0.744 5.022 -0.878  0.0731
Br: -3.437 4.628 -0.557  0.6681
H: 2.263 5.532 -0.198  0.0236
H: 1.359 3.352 0.816  0.0305
C: 4.622 -0.459 0.756  -0.6889
C: 2.998 -0.317 -4.765  -0.7065
H: 4.742 -0.018 -1.395  0.0215
C: 1.733 0.100 -4.036  -0.6429
H: 4.176 -1.296 1.310  0.0298
Br: -2.538 -4.265 -0.014  0.6146
H: -2.436 -2.415 -2.645  0.0245
H: -1.813 -4.160 -4.250  0.0523
Br: -1.450 0.623 3.066  0.7296
H: -2.854 2.591 1.508  -0.0077
H: 3.671 0.519 -5.014  0.0556
H: -0.872 -1.324 0.958  -0.0119
C: -3.926 2.674 1.357  -0.7470
H: 1.033 1.907 3.837  0.0332
Br: 2.207 1.501 -2.733  0.6742
C: -1.135 -3.356 -4.110  -0.6365
Br: 4.473 -2.373 -1.385  0.5603
H: -3.111 -5.208 3.620  0.0615
C: -0.408 0.606 4.729  -0.6160
H: -1.078 -1.453 -2.842  -0.0018
H: -1.598 -5.902 1.723  0.0765
C: -1.721 -2.152 -3.405  -0.6655
Br: -4.853 1.016 1.847  0.6154
Br: -2.690 -0.946 -4.703  0.5643
Br: 2.250 0.779 5.847  0.6216
H: 0.029 4.299 1.369  0.0356
Br: 0.648 7.170 0.546  0.5708
Br: 0.487 -3.899 -3.110  0.6113
C: -3.260 -4.787 2.623  -0.7298
H: -0.415 -1.824 -0.826  0.0181
C: -4.332 3.056 0.045  -0.8066
H: 0.267 0.544 1.095  -0.0308
Br: 2.385 -1.231 -6.365  0.6438
H: 1.211 0.287 -0.446  -0.0341
Br: -3.606 -2.916 2.997  0.6148
H: 5.681 -0.565 0.911  0.0681
Br: 2.129 4.662 2.691  0.6508
H: -5.398 3.197 0.100  0.0567
H: -0.595 -0.318 5.224  0.0492
C: 1.054 4.341 1.146  -0.7223
Br: 3.838 1.178 1.438  0.6798

=====

In the order shown, the computed max |F| values come out to 3.82; 2.97 eV Å⁻¹.